This record from OMol25 describes a single C5H13NO3S molecule in a non-equilibrium geometry. The level of theory is wB97M-V/def2-TZVPD.

```
23
Properties=species:S:1:pos:R:3:mulliken_charge:R:1
C -0.46 1.78 1.48 -1.05
C -0.92 0.81 0.43 -0.73
N -0.10 -0.31 -0.10 0.24
C -0.92 -1.44 -0.52 -1.18
C 1.13 -0.03 -0.94 -0.50
C 0.70 0.59 -2.28 -1.25
S 0.57 -1.14 1.79 1.19
O -0.72 -1.01 2.35 -0.51
O 1.70 -0.32 2.10 -0.53
O 1.07 -2.43 1.38 -0.61
H -1.39 2.29 1.83 0.36
H -0.02 1.21 2.26 0.29
H 0.34 2.50 1.06 0.27
H -1.48 1.22 -0.51 0.48
H -1.76 0.31 0.91 0.46
H -0.24 -2.29 -0.46 0.49
H -1.49 -1.74 0.35 0.41
H -1.54 -1.42 -1.45 0.33
H 1.95 0.38 -0.37 0.48
H 1.50 -1.01 -1.32 0.27
H 1.69 0.72 -2.91 0.32
H 0.16 -0.14 -2.78 0.39
H 0.22 1.49 -2.31 0.38
```

Its energy above the lowest of the compared OMol25 structures with the same formula, charge and spin is 1.552 eV. Its SMILES is CC[N+](C)(CC)S(=O)(=O)[O-]. As for the LUMO energy: 0.0251 hartree. The calculation puts the HOMO energy at -10.38 eV.

This record from OMol25 describes a single C3H5NO3 molecule in a non-equilibrium geometry. The level of theory is wB97M-V/def2-TZVPD.

```
12
Properties=species:S:1:pos:R:3:mulliken_charge:R:1
O -0.42 -0.60 -2.64 -0.44
C -0.18 -0.07 -1.63 0.03
C -0.61 -0.64 -0.36 -0.40
N 0.16 -0.10 0.74 -0.01
O 1.55 -0.50 0.65 -0.40
C 0.02 1.23 1.14 0.03
O -1.08 1.74 1.07 -0.53
H 0.59 0.66 -1.50 0.32
H -0.71 -1.74 -0.33 0.35
H -1.71 -0.36 -0.13 0.27
H 1.55 -1.31 1.29 0.37
H 0.83 1.67 1.69 0.41
```

Its energy above the lowest of the compared OMol25 structures with the same formula, charge and spin is 3.804 eV. Its SMILES is O=CCN(O)C=O. As for the LUMO energy: 0.0172 hartree. The calculation puts the HOMO energy at -9.90 eV.

This record from OMol25 describes a molecular structure, C6H12O6Pb in a non-equilibrium geometry. The level of theory is wB97M-V/def2-TZVPD.

```
25
Properties=species:S:1:pos:R:3:mulliken_charge:R:1
Pb 0.47 -0.03 0.23 1.67
O -1.25 2.97 -0.63 -0.87
C -2.68 2.93 -0.54 -0.53
C -3.46 2.38 0.73 -0.44
O -3.07 1.10 1.26 -0.90
H -2.94 2.15 -1.26 0.18
H -3.15 3.85 -0.88 0.27
H -4.47 2.24 0.37 0.16
H -3.48 3.16 1.49 0.24
O 1.18 -0.99 -3.20 -0.89
C 0.08 -1.64 -3.88 -0.50
C -0.90 -2.68 -3.18 -0.43
O -1.17 -2.55 -1.77 -0.86
H 0.36 -1.95 -4.89 0.27
H -0.54 -0.76 -4.05 0.16
H -0.65 -3.67 -3.55 0.23
H -1.85 -2.57 -3.70 0.17
O 3.80 0.38 1.75 -0.88
C 4.04 -0.28 2.95 -0.53
C 2.79 -0.69 3.92 -0.52
O 1.74 -1.43 3.31 -0.89
H 4.77 0.36 3.45 0.24
H 4.67 -1.16 2.82 0.17
H 2.41 0.13 4.53 0.23
H 3.29 -1.25 4.71 0.25
```

As for the total charge: -4. As for the LUMO energy: 0.3642 hartree. The calculation puts the HOMO energy at 4.79 eV.

This record from OMol25 describes a single CH3NSSi molecule in a non-equilibrium geometry. The level of theory is wB97M-V/def2-TZVPD.

```
7
Properties=species:S:1:pos:R:3:mulliken_charge:R:1
N 2.28 -0.25 1.43 -0.32
C 1.41 0.13 0.79 0.18
Si -0.07 0.42 -0.26 0.36
S -1.07 -1.30 -0.93 -0.22
H 0.31 1.01 -1.64 -0.05
H -0.85 1.20 0.76 -0.07
H -2.00 -1.21 -0.15 0.12
```

Its energy above the lowest of the compared OMol25 structures with the same formula, charge and spin is 0.383 eV. Its SMILES is N#C[SiH2]S. As for the LUMO energy: 0.0117 hartree. The calculation puts the HOMO energy at -10.49 eV.

This record from OMol25 describes a single C16H28N4O2S molecule in a non-equilibrium geometry. The level of theory is wB97M-V/def2-TZVPD.

```
51
Properties=species:S:1:pos:R:3:mulliken_charge:R:1
C 3.01 1.88 -3.83 -1.29
C 3.37 0.56 -3.15 0.00
C 2.55 -0.61 -3.70 -0.82
C 1.13 -0.51 -3.28 0.75
N 0.26 0.33 -3.76 -0.73
N -0.91 0.16 -3.13 -0.48
C -0.74 -0.79 -2.26 0.53
S -1.96 -1.39 -1.17 -0.25
C -2.72 0.22 -0.74 -1.20
C -1.91 0.90 0.34 0.77
O -1.20 1.86 0.06 -0.66
N -1.97 0.40 1.59 0.51
C -2.73 -0.74 2.04 -0.73
C -3.77 -0.30 3.07 -0.83
C -3.07 0.38 4.24 -0.68
C -2.23 1.55 3.72 -0.85
C -1.25 1.06 2.66 -0.81
N 0.54 -1.28 -2.30 0.31
C 1.11 -2.31 -1.48 -1.29
C 1.91 -1.75 -0.31 -0.31
C 1.01 -0.94 0.64 -0.02
O 1.66 -0.53 1.82 -0.49
C 2.49 0.60 1.66 -0.71
H 1.94 2.05 -3.76 0.34
H 3.28 1.84 -4.88 0.30
H 3.54 2.70 -3.36 0.38
H 3.20 0.65 -2.07 -0.03
H 4.43 0.35 -3.30 0.39
H 2.59 -0.58 -4.79 0.42
H 2.97 -1.56 -3.37 0.22
H -3.75 0.02 -0.45 0.52
H -2.69 0.82 -1.65 0.57
H -3.21 -1.25 1.20 0.56
H -2.04 -1.45 2.51 0.19
H -4.33 -1.17 3.41 0.39
H -4.47 0.39 2.60 0.29
H -3.81 0.74 4.96 0.35
H -2.43 -0.34 4.75 0.29
H -1.68 2.01 4.54 0.37
H -2.88 2.30 3.28 0.35
H -0.70 1.89 2.23 0.45
H -0.54 0.35 3.10 0.31
H 0.28 -2.92 -1.11 0.47
H 1.75 -2.94 -2.11 0.40
H 2.35 -2.58 0.25 0.31
H 2.72 -1.12 -0.69 0.17
H 0.18 -1.57 0.97 0.14
H 0.61 -0.07 0.11 0.23
H 3.39 0.36 1.07 0.31
H 2.79 0.90 2.66 0.29
H 1.95 1.42 1.17 0.26
```

Its energy above the lowest of the compared OMol25 structures with the same formula, charge and spin is 0.662 eV. Its SMILES is CCCc1nnc(SCC(=O)N2CCCCC2)n1CCCOC. As for the LUMO energy: 0.0192 hartree. The calculation puts the HOMO energy at -8.39 eV.

This record from OMol25 describes a molecular structure, C24H22BrCoF2N4 in a non-equilibrium geometry. The level of theory is wB97M-V/def2-TZVPD.

```
54
Properties=species:S:1:pos:R:3:mulliken_spin:R:1
Co -0.16 -0.96 0.05 2.89
C 3.00 -2.38 -0.49 0.01
C 2.67 -1.21 -1.38 0.01
C 3.49 -0.92 -2.46 0.00
C 3.25 0.20 -3.23 0.00
C 2.19 1.04 -2.88 0.00
C 1.40 0.70 -1.82 0.00
N 1.60 -0.44 -1.10 0.04
C 0.32 1.58 -1.30 0.04
C 0.02 2.87 -1.71 0.00
C -0.92 3.58 -0.98 0.00
C -1.52 3.03 0.15 0.00
C -1.18 1.73 0.48 0.04
N -0.33 1.05 -0.28 0.04
C -1.59 0.98 1.70 0.00
C -2.49 1.48 2.61 0.00
C -2.77 0.74 3.75 0.00
C -2.10 -0.45 3.96 0.00
C -1.19 -0.91 3.01 0.00
C -0.42 -2.18 3.25 0.01
N -0.97 -0.21 1.88 0.03
H 4.08 -2.46 -0.39 0.00
H 2.65 -3.32 -0.92 0.00
H 2.58 -2.26 0.50 0.00
H 4.34 -1.56 -2.67 0.00
H 3.88 0.44 -4.07 0.00
H 2.01 1.96 -3.43 0.00
H 0.53 3.33 -2.55 0.00
H -1.17 4.59 -1.27 0.00
H -2.20 3.61 0.76 0.00
H -2.97 2.44 2.45 0.00
H -3.48 1.10 4.49 0.00
H -2.26 -1.03 4.86 0.00
H -0.27 -2.32 4.32 0.00
H 0.55 -2.15 2.78 0.00
H -0.97 -3.05 2.89 0.00
C -5.81 -0.56 0.59 0.00
C -4.68 -0.55 -0.40 0.00
C -4.85 -0.14 -1.72 0.00
C -3.79 -0.15 -2.60 0.00
C -2.56 -0.56 -2.13 0.00
Br -1.10 -0.66 -3.32 0.01
N -2.34 -0.92 -0.87 0.05
C -3.40 -0.93 -0.04 -0.01
H -6.76 -0.81 0.11 0.00
H -5.93 0.42 1.06 0.00
H -5.64 -1.29 1.38 0.00
H -5.83 0.18 -2.07 0.00
H -3.90 0.13 -3.64 0.00
H -3.22 -1.28 0.98 0.00
F 0.33 -3.14 0.59 0.09
C -0.52 -3.08 -0.48 0.65
F 0.10 -3.34 -1.58 0.08
H -1.41 -3.68 -0.33 0.01
```

As for the total charge: +2. The spin multiplicity is 5. Its energy above the lowest of the compared OMol25 structures with the same formula, charge and spin is 0.431 eV. As for the LUMO energy (alpha / beta): -0.2341 / -0.2813 hartree. The calculation puts the HOMO energy (alpha / beta) at -14.89 / -14.89 eV.

| no. | molar mass (g/mol) |
| --- | --- |
| 1 | 167.23 |
| 2 | 103.08 |
| 3 | 387.36 |
| 4 | 89.19 |
| 5 | 340.49 |
| 6 | 543.30 |